Computed, not measured: a cluster of 3 separate species, C2H10NO3 in total at a distorted geometry, with ωB97M-V/def2-TZVPD.

The geometry in XYZ format:
```
16
Properties=species:S:1:pos:R:3:nbo_charge:R:1
O 0.22 -0.10 0.74 -0.9888
O -2.25 -0.41 1.51 -1.0238
O 2.40 1.48 1.80 -0.9977
N -0.60 -1.41 -1.93 -0.8429
C 0.12 0.52 -0.49 -0.0524
C 0.45 -0.49 -1.60 -0.2344
H -0.87 -1.76 -0.95 0.3573
H 1.72 0.74 1.68 0.5223
H -1.40 -0.78 -2.02 0.3356
H 2.07 1.93 2.58 0.4442
H 0.62 0.15 -2.50 0.1341
H 0.74 1.39 -0.65 0.1176
H -0.89 0.97 -0.70 0.0906
H -2.56 -0.89 2.36 0.4330
H -1.22 -0.43 1.50 0.5254
H 1.45 -0.92 -1.32 0.1796
```

Computed properties:
* multiplicity: 1
* E_HOMO: -3.54 eV
* energy relative to the best compared isomer or geometry (same formula, charge and spin): 0.730 eV
* total charge: -1
* F_max: 3.13 eV/A

=====

Computed, not measured: a cluster of 3 separate species, C2H10NO3 in total at a distorted geometry, with ωB97M-V/def2-TZVPD.

The geometry in XYZ format:
```
16
Properties=species:S:1:pos:R:3:nbo_charge:R:1
O -2.17 -2.07 -0.79 -1.0066
O -0.66 1.57 2.17 -1.0458
O -0.69 -0.37 0.56 -0.9444
N 1.00 0.77 -0.77 -0.6627
C -0.40 0.33 -0.60 0.0805
C 1.94 -0.34 -0.46 -0.4373
H -0.67 0.70 1.57 0.5011
H -0.76 -0.12 -1.53 0.1312
H 1.19 1.42 -0.02 0.3391
H 2.32 -0.81 -1.36 0.1647
H 0.19 1.49 2.61 0.4328
H -2.85 -1.46 -1.09 0.4349
H 2.82 0.05 0.06 0.1629
H 1.47 -1.04 0.23 0.2134
H -1.80 -1.41 -0.11 0.5098
H -0.93 1.29 -0.47 0.1267
```

Computed properties:
* multiplicity: 1
* E_HOMO: -4.10 eV
* energy relative to the best compared isomer or geometry (same formula, charge and spin): 0.480 eV
* total charge: -1
* F_max: 2.09 eV/A

=====

Computed, not measured: a cluster of 3 separate species, C2H10NO4 in total at a distorted geometry, with ωB97M-V/def2-TZVPD.

The geometry in XYZ format:
```
17
Properties=species:S:1:pos:R:3:nbo_charge:R:1
O -0.68 2.08 -0.21 -0.9708
O 1.55 0.09 -2.13 -0.9600
O -0.72 -0.55 2.79 -0.6498
O 0.67 0.60 1.47 -0.5613
N -0.50 -0.77 -0.69 -0.6943
C -0.08 -0.32 1.66 0.7665
C -0.21 -1.43 0.62 -0.3346
H -0.96 -2.15 0.92 0.2505
H 0.79 -1.84 0.61 0.2540
H 1.40 0.74 -2.81 0.5169
H -0.35 2.90 0.17 0.5052
H -0.63 0.22 3.38 0.5184
H 2.31 0.24 -1.57 0.5172
H -0.95 -1.51 -1.23 0.4289
H 0.41 -0.57 -1.23 0.4812
H -0.90 2.27 -1.13 0.4731
H -1.14 0.01 -0.60 0.4588
```

Computed properties:
* multiplicity: 1
* E_HOMO: -14.70 eV
* energy relative to the best compared isomer or geometry (same formula, charge and spin): 0.421 eV
* total charge: +1
* F_max: 2.11 eV/A

=====

Computed, not measured: a cluster of 4 separate species, C2H10NO5 in total at a distorted geometry, with ωB97M-V/def2-TZVPD.

The geometry in XYZ format:
```
18
Properties=species:S:1:pos:R:3:nbo_charge:R:1
O -0.64 -1.45 0.90 -0.8099
O 0.06 1.78 -2.91 -0.9583
O -0.91 0.74 1.31 -0.8233
O -0.91 -3.42 -0.97 -0.9932
O -0.19 3.23 1.09 -1.0201
N 1.05 0.05 0.50 -0.6934
C 1.89 -0.96 -0.13 -0.4052
C -0.24 -0.27 0.95 0.8904
H 2.75 -0.50 -0.61 0.1802
H -0.41 0.96 -2.70 0.4766
H -0.68 -2.78 -0.25 0.5128
H -0.57 2.28 1.22 0.5069
H 2.31 -1.60 0.65 0.1809
H 0.17 2.22 -2.05 0.4820
H 1.20 1.02 0.30 0.3850
H -1.73 -3.73 -0.57 0.4488
H 1.30 -1.51 -0.87 0.1971
H -1.04 3.64 1.33 0.4428
```

Computed properties:
* multiplicity: 1
* E_HOMO: -5.20 eV
* energy relative to the best compared isomer or geometry (same formula, charge and spin): 0.229 eV
* total charge: -1
* F_max: 1.72 eV/A

=====

Computed, not measured: a cluster of 2 separate species, C2H10NOS2 in total at a distorted geometry, with ωB97M-V/def2-TZVPD.

The geometry in XYZ format:
```
16
Properties=species:S:1:pos:R:3:nbo_charge:R:1
S 0.31 -3.23 1.79 -0.1126
S 1.52 -1.68 1.42 0.1264
O 0.46 2.48 -2.40 -0.9913
N -0.38 -0.06 -1.00 -0.6900
C 0.46 -0.19 1.34 -0.6089
C -0.78 -0.21 0.46 -0.2420
H -0.33 0.94 -1.25 0.4719
H -0.36 2.78 -2.83 0.4935
H 0.59 -0.37 -1.08 0.4438
H -1.51 -1.00 0.50 0.2479
H 1.04 0.73 1.24 0.2595
H 1.22 2.87 -2.85 0.5100
H 0.13 -0.05 2.38 0.2598
H -1.26 0.71 0.81 0.2368
H -0.12 -3.10 3.09 0.1466
H -0.99 -0.62 -1.61 0.4485
```

Computed properties:
* multiplicity: 1
* E_HOMO: -12.61 eV
* energy relative to the best compared isomer or geometry (same formula, charge and spin): 0.589 eV
* total charge: +1
* F_max: 1.65 eV/A

=====

Computed, not measured: a cluster of 2 separate species, C2H10NOS2 in total at a distorted geometry, with ωB97M-V/def2-TZVPD.

The geometry in XYZ format:
```
16
Properties=species:S:1:pos:R:3:nbo_charge:R:1
S 0.00 -1.49 2.38 0.1319
S -1.98 -1.81 1.88 -0.1119
O 1.06 2.65 -0.65 -0.9781
N -0.52 -0.18 -1.36 -0.6810
C 0.61 -0.46 0.94 -0.5799
C 0.23 -1.17 -0.38 -0.2417
H 1.72 3.14 -0.08 0.5029
H -0.06 0.68 -1.45 0.4503
H -0.30 -2.14 -0.26 0.2702
H 0.45 3.29 -0.93 0.4797
H 1.22 -1.43 -0.97 0.2410
H 1.70 -0.44 1.03 0.2578
H -2.38 -0.54 2.00 0.1236
H -0.61 -0.52 -2.31 0.4368
H -1.49 -0.14 -1.00 0.4444
H 0.35 0.56 1.16 0.2540
```

Computed properties:
* multiplicity: 1
* E_HOMO: -12.64 eV
* energy relative to the best compared isomer or geometry (same formula, charge and spin): 1.023 eV
* total charge: +1
* F_max: 4.21 eV/A

=====

Computed, not measured: a cluster of 2 separate species, C2H10NOS2 in total at a distorted geometry, with ωB97M-V/def2-TZVPD.

The geometry in XYZ format:
```
16
Properties=species:S:1:pos:R:3:nbo_charge:R:1
S 1.12 -0.30 2.94 -0.1394
S -0.52 -1.23 2.17 0.1418
O -1.90 1.46 -0.93 -0.9818
N 0.83 0.59 -1.19 -0.7048
C -0.48 -0.83 0.37 -0.5857
C 0.87 -0.66 -0.28 -0.2296
H -1.04 -1.66 -0.05 0.2530
H 1.15 -1.51 -0.91 0.2366
H 1.67 -0.45 0.42 0.2444
H -2.52 1.39 -1.67 0.5091
H -1.10 0.06 0.29 0.2416
H 2.10 -1.21 3.11 0.1472
H -2.40 1.64 -0.13 0.5094
H 1.31 1.35 -0.70 0.4455
H 1.06 0.43 -2.16 0.4444
H -0.15 0.94 -1.26 0.4684
```

Computed properties:
* multiplicity: 1
* E_HOMO: -12.64 eV
* energy relative to the best compared isomer or geometry (same formula, charge and spin): 0.728 eV
* total charge: +1
* F_max: 1.48 eV/A

=====

Computed, not measured: a cluster of 2 separate species, C2H10NOS2 in total at a distorted geometry, with ωB97M-V/def2-TZVPD.

The geometry in XYZ format:
```
16
Properties=species:S:1:pos:R:3:nbo_charge:R:1
S 3.80 -0.55 -1.02 -0.0761
S 2.29 -0.07 0.22 0.0548
O -3.52 2.02 2.07 -0.9381
N -0.34 -1.50 0.03 -0.6808
C 0.89 0.55 -0.76 -0.5787
C -0.09 -0.56 -1.14 -0.2358
H -0.98 0.04 -1.33 0.2486
H -4.42 2.09 2.40 0.4778
H -1.31 -1.66 0.27 0.4498
H 0.41 1.20 -0.02 0.2412
H 0.14 -2.37 -0.19 0.4511
H 1.26 1.24 -1.51 0.2845
H -3.12 1.43 2.73 0.4607
H 0.13 -1.14 0.87 0.4485
H 0.26 -1.19 -1.94 0.2370
H 4.58 0.49 -0.69 0.1556
```

Computed properties:
* multiplicity: 1
* E_HOMO: -12.98 eV
* energy relative to the best compared isomer or geometry (same formula, charge and spin): 0.988 eV
* total charge: +1
* F_max: 1.60 eV/A

=====

Computed, not measured: a structure of composition C2H10NS at a distorted geometry, with ωB97M-V/def2-TZVPD.

The geometry in XYZ format:
```
14
Properties=species:S:1:pos:R:3:nbo_charge:R:1
S 0.27 0.76 0.19 -0.2180
N -1.89 -0.65 -1.04 -0.9429
C 1.56 -0.15 -0.81 -0.8184
C 0.15 -0.32 1.67 -0.8297
H -1.47 -1.56 -0.84 0.4107
H -0.18 -1.33 1.45 0.1810
H 2.52 0.29 -0.51 0.2272
H -1.13 0.08 -0.47 0.2970
H -1.77 -0.42 -2.01 0.4146
H 1.10 -0.25 2.20 0.2190
H -2.83 -0.60 -0.68 0.4156
H 1.45 0.06 -1.87 0.2181
H 1.44 -1.23 -0.58 0.1865
H -0.55 0.16 2.37 0.2394
```

Computed properties:
* multiplicity: 2
* E_HOMO (alpha / beta): -2.46 / -9.08 eV
* energy relative to the best compared isomer or geometry (same formula, charge and spin): 1.560 eV
* F_max: 1.95 eV/A

=====

Computed, not measured: a cluster of 2 separate species, C2H10NS2 in total at a distorted geometry, with ωB97M-V/def2-TZVPD.

The geometry in XYZ format:
```
15
Properties=species:S:1:pos:R:3:nbo_charge:R:1
S 1.47 -0.12 -0.71 -0.5897
S 1.18 -1.27 0.94 -0.2781
N -1.86 0.63 -0.06 -0.7127
C -2.18 1.93 -0.63 -0.4955
C 2.76 -2.27 0.82 -0.7322
H -2.78 0.12 0.31 0.4324
H 3.33 -1.66 0.13 0.2208
H 3.27 -2.57 1.77 0.2251
H -2.29 1.92 -1.75 0.2283
H -1.39 2.48 -0.29 0.2253
H 2.53 -3.17 0.17 0.2084
H -1.10 0.46 0.59 0.4679
H -1.50 -0.09 -0.73 0.4670
H 1.64 1.08 -0.16 0.0938
H -3.07 2.54 -0.40 0.2393
```

Computed properties:
* multiplicity: 2
* E_HOMO (alpha / beta): -2.70 / -7.70 eV
* energy relative to the best compared isomer or geometry (same formula, charge and spin): 2.261 eV
* F_max: 6.20 eV/A

=====

Computed, not measured: a cluster of 2 separate species, C2H10NS2 in total at a distorted geometry, with ωB97M-V/def2-TZVPD.

The geometry in XYZ format:
```
15
Properties=species:S:1:pos:R:3:nbo_charge:R:1
S -0.94 -0.73 -2.19 0.1273
S -0.48 -2.10 -0.64 -0.2775
N -0.59 0.09 1.82 -0.6719
C 0.01 1.45 1.87 -0.4737
C 0.81 -0.23 -2.42 -0.7571
H -0.34 -0.27 0.91 0.4542
H -0.32 2.10 0.93 0.2450
H 1.02 1.77 1.83 0.2737
H -0.55 -3.28 -1.45 0.2183
H -1.61 0.15 1.95 0.4654
H 0.87 0.06 -3.55 0.2460
H -0.05 -0.49 2.50 0.4570
H 1.14 0.66 -1.98 0.2152
H -0.42 1.93 2.70 0.2324
H 1.45 -1.12 -2.29 0.2457
```

Computed properties:
* multiplicity: 1
* E_HOMO: -12.68 eV
* energy relative to the best compared isomer or geometry (same formula, charge and spin): 1.653 eV
* total charge: +1
* F_max: 4.86 eV/A

=====

Computed, not measured: a cluster of 3 separate species, C2H10O2 in total at a distorted geometry, with ωB97M-V/def2-TZVPD.

The geometry in XYZ format:
```
14
Properties=species:S:1:pos:R:3:nbo_charge:R:1
O 1.49 -0.74 -1.45 -1.2624
O 1.94 0.71 1.71 -1.0597
C -1.91 0.56 -0.59 -0.7084
C -1.86 -0.64 0.39 -0.6330
H 2.09 -0.37 -0.79 0.3246
H 1.37 -0.08 -2.16 0.3406
H -1.11 0.46 -1.34 0.2183
H -2.85 -0.97 0.69 0.1819
H -1.75 1.50 -0.06 0.1890
H -1.35 -0.35 1.35 0.1923
H -1.25 -1.44 -0.01 0.2230
H 1.00 0.93 1.79 0.4343
H 1.96 0.45 0.77 0.3820
H -2.87 0.60 -1.13 0.1775
```

Computed properties:
* multiplicity: 2
* E_HOMO (alpha / beta): 0.79 / -6.79 eV
* energy relative to the best compared isomer or geometry (same formula, charge and spin): 0.072 eV
* total charge: -1
* F_max: 1.46 eV/A